No. 1
11
Properties=species:S:1:pos:R:3 method="wB97M-V/def2-TZVPD" relative_energy_kcal_mol=26.5 total_energy_ha=-632.78442 orbital_gap_ev=10.54 smiles="C=C(Cl)CN" lumo_energy_ev=0.9 charge=0 homo_ev=-9.598
C -0.6664 1.4703 -0.1773
C -0.7730 0.2223 0.1470
Cl -2.2246 -0.8187 -0.0418
C 0.4496 -0.4391 0.6670
N 0.8479 -1.1810 -0.5485
H -1.6706 1.7829 -0.6801
H 0.2659 1.9932 -0.2257
H 1.0506 0.3642 0.9598
H 0.0948 -1.1169 1.4089
H 1.5663 -1.9598 -0.3909
H 1.0595 -0.3174 -1.1184

No. 2
18
Properties=species:S:1:pos:R:3 method="wB97M-V/def2-TZVPD" relative_energy_kcal_mol=109.9 total_energy_ha=-418.28584 orbital_gap_ev=9.37 lumo_energy_ev=0.9 charge=0 homo_ev=-8.501
C 0.1804 -1.5066 -0.8334
C -0.8182 0.1541 -0.7749
C -0.0166 1.1252 -1.6264
N 1.1314 -1.4708 0.1528
C 0.3601 0.3091 1.5031
N -0.4975 0.4875 2.5483
O 0.5992 -1.2013 1.3897
O 1.2710 1.0388 1.1972
H 1.9107 -0.8319 -0.0231
H -1.2366 -0.1764 2.6993
H -0.4244 1.3462 3.0664
H -0.6294 -2.1856 -0.5949
H 0.6161 -1.6162 -1.8211
H -1.3874 0.6726 -0.0051
H -1.6486 -0.2724 -1.3407
H -0.5913 2.0233 -1.8590
H 0.2882 0.6743 -2.5717
H 0.8929 1.4303 -1.1067

No. 3
16
Properties=species:S:1:pos:R:3 method="wB97M-V/def2-TZVPD" relative_energy_kcal_mol=38.0 total_energy_ha=-230.12180 orbital_gap_ev=11.40 smiles=C[NH2+][C@H](C)N lumo_energy_ev=-3.3 charge=+1 homo_ev=-14.690
C 1.7857 -0.8125 -0.3563
N 0.8710 0.0380 0.3865
C -0.6288 0.2920 -0.3731
C -1.2063 1.4071 0.5299
N -1.2923 -0.8855 -0.4369
H 2.4885 -0.2121 -0.8658
H 2.2272 -1.4549 0.4047
H 1.3260 -1.5746 -0.8661
H 1.3718 0.9695 0.6292
H 0.6065 -0.4885 1.2947
H -0.4212 0.7159 -1.5067
H -0.4104 2.0201 0.7101
H -1.5233 0.9180 1.4687
H -2.0254 1.7983 0.0341
H -1.3650 -1.4743 -1.3165
H -1.8039 -1.2563 0.2635

No. 4
42
Properties=species:S:1:pos:R:3 method="wB97M-V/def2-TZVPD" relative_energy_kcal_mol=98.4 total_energy_ha=-901.37052 orbital_gap_ev=8.65 smiles="C=CC/C(C)=C/N.O.O.O.O.O.O.O.O" lumo_energy_ev=-0.1 charge=0 homo_ev=-8.710
C -1.2496 4.0557 -0.7533
C -1.9973 3.1090 -0.2079
C -2.1130 1.7616 -0.8742
C -1.5130 0.5923 -0.2276
C 0.0590 0.6769 0.0132
C -2.1585 -0.5540 0.1726
N -1.5422 -1.8799 0.4717
H -1.3829 5.0301 -0.2371
H -0.6388 4.0920 -1.5989
H -2.5984 3.2817 0.7228
H -3.1282 1.5381 -1.2511
H -1.6437 1.8614 -1.8304
H 0.3833 0.9902 -0.9907
H 0.2242 1.1465 0.9342
H 0.6232 -0.2521 0.0545
H -3.2357 -0.6539 0.0446
H -0.5763 -1.8502 0.8313
H -2.1789 -2.3452 1.1607
O 1.1582 2.0392 2.5666
H 0.7314 2.4244 1.7833
H 0.8463 2.2350 3.4613
O 3.4231 0.6755 1.9841
H 3.9720 0.6585 1.1547
H 2.9642 1.5021 2.0778
O 1.0716 0.5187 -4.6476
H 0.3752 -0.0318 -4.3449
H 1.7876 0.4557 -4.0512
O -2.0107 -3.1352 -2.2261
H -2.8260 -2.5886 -2.2766
H -1.7153 -2.9684 -1.3272
O -0.8182 -1.7919 3.3672
H 0.0395 -1.4127 3.3991
H -0.9016 -2.3818 2.6430
O 3.6930 -2.3381 -0.0683
H 3.3281 -3.0793 0.4742
H 3.0750 -1.5912 -0.0516
O -0.0844 -0.9953 -2.6672
H -0.5855 -1.6083 -2.1731
H 0.8311 -0.9038 -2.3681
O 1.4472 -0.8669 2.4805
H 2.2965 -1.0291 2.9472
H 1.4431 0.1483 2.3572

No. 5
9
Properties=species:S:1:pos:R:3 method="wB97M-V/def2-TZVPD" relative_energy_kcal_mol=65.5 total_energy_ha=-820.11361 s_squared=3.75 orbital_gap_ev="7.02 / 7.26" lumo_energy_ev="-9.2 / -9.2" charge=+2 homo_ev="-16.175 / -16.421" multiplicity=4
H -1.9309 -0.7656 -0.7510
C -1.0300 -0.4133 -0.2451
C 0.0162 0.1759 -0.8840
O -1.1213 -0.6146 1.0794
O 0.0211 -0.1554 1.7968
Pr 0.3948 -2.1583 3.1319
C 1.0690 1.3952 -1.3463
C 1.2355 0.1016 -1.5597
H 1.3455 2.4345 -1.2219

No. 6
6
Properties=species:S:1:pos:R:3 method="wB97M-V/def2-TZVPD" relative_energy_kcal_mol=20.8 total_energy_ha=-1276.19675 orbital_gap_ev=9.33 smiles=OP(S)Cl lumo_energy_ev=-0.4 charge=0 homo_ev=-9.696
O 0.4555 -1.5354 0.0740
P 0.5582 0.0553 -0.2640
S -1.2686 0.7200 0.4525
Cl 1.9302 0.7991 1.6367
H 0.9034 -2.0635 -0.4902
H -0.9782 1.9523 0.1814

No. 7
12
Properties=species:S:1:pos:R:3 method="wB97M-V/def2-TZVPD" relative_energy_kcal_mol=38.8 total_energy_ha=-306.44442 orbital_gap_ev=10.81 smiles="CC(=O)[C@H]1CO1" lumo_energy_ev=0.9 charge=0 homo_ev=-9.884
C -1.5057 -0.3989 -0.5277
C -0.5442 -0.5712 0.6263
O -0.6723 -1.4385 1.4644
C 0.6168 0.3832 0.7461
C 1.6305 0.4592 -0.3147
O 0.6813 1.4918 -0.1363
H -1.1276 0.2830 -1.2924
H -1.7446 -1.3799 -0.9493
H -2.4366 0.0302 -0.1330
H 0.9301 0.5749 1.7718
H 1.5176 -0.1354 -1.2218
H 2.6548 0.7016 -0.0334

No. 8
114
Properties=species:S:1:pos:R:3 method="wB97M-V/def2-TZVPD" relative_energy_kcal_mol=8.3 total_energy_ha=-3396.51494 orbital_gap_ev=10.13 smiles="C[C@H]1COC(=O)O1.C[C@H]1COC(=O)O1.C[C@H]1COC(=O)O1.C[C@H]1COC(=O)O1.C[C@H]1COC(=O)O1.C[C@H]1COC(=O)O1.C[C@H]1COC(=O)O1.C[C@H]1COC(=O)O1.O=C1OCCO1" lumo_energy_ev=-0.3 charge=0 homo_ev=-10.424
C 1.9026 -1.5241 -6.0232
C 3.1349 -1.5462 -5.1383
C 4.1289 -0.3931 -5.3150
O 4.1695 0.2458 -4.0422
C 3.3289 -0.3676 -3.1855
O 3.1576 -0.0409 -2.0566
O 2.6484 -1.3597 -3.7934
H 1.2792 -2.3750 -5.7530
H 2.1052 -1.5203 -7.0917
H 1.3782 -0.6074 -5.7426
H 3.6219 -2.5202 -5.1986
H 3.8319 0.3240 -6.0795
H 5.1084 -0.7866 -5.5853
C -2.9478 2.3740 3.1160
C -2.1075 2.7082 4.3109
C -0.5930 2.5793 4.0219
O -0.0293 3.7641 4.5797
C -1.0031 4.6210 4.9377
O -0.8362 5.6932 5.4082
O -2.2279 4.0864 4.6994
H -2.6044 2.8663 2.2099
H -4.0094 2.5985 3.2316
H -2.9075 1.2932 2.9496
H -2.3425 2.1120 5.1932
H -0.3628 2.5275 2.9554
H -0.1555 1.7152 4.5159
C 1.5753 -4.6199 -2.7021
C 1.6541 -5.8585 -1.8143
C 1.0616 -5.6268 -0.4101
O -0.1637 -6.3599 -0.4224
C -0.1918 -7.1780 -1.4940
O -1.0485 -7.9621 -1.7306
O 0.8546 -6.9251 -2.3207
H 0.6214 -4.1228 -2.5196
H 1.7213 -4.8738 -3.7464
H 2.3440 -3.9469 -2.3154
H 2.6802 -6.1992 -1.6873
H 0.9524 -4.5870 -0.1101
H 1.6929 -6.1071 0.3427
C -2.3232 0.3870 -6.2645
C -2.3812 0.0991 -4.7910
C -1.4423 -1.0025 -4.2808
O -0.9542 -0.4443 -3.0512
C -1.1852 0.8802 -3.0174
O -0.8441 1.5962 -2.1272
O -1.9305 1.2630 -4.0632
H -1.3011 0.5640 -6.5984
H -3.0002 1.1864 -6.5529
H -2.6872 -0.4994 -6.7988
H -3.3963 -0.1570 -4.4809
H -0.6576 -1.2386 -5.0029
H -1.9456 -1.9241 -4.0137
C 3.0285 -0.6992 6.5292
C 2.9635 -0.2841 7.9765
C 2.6392 1.1940 8.2445
O 1.6199 1.1570 9.2219
C 1.1545 -0.1153 9.3748
O 0.2116 -0.3916 10.0359
O 1.9175 -0.9852 8.6892
H 3.8679 -0.1436 6.0941
H 2.1668 -0.3908 5.9303
H 3.1700 -1.7662 6.3820
H 3.8865 -0.6217 8.4564
H 2.2489 1.6594 7.3366
H 3.5368 1.7199 8.5606
C 3.2914 2.3109 2.1010
C 3.0056 3.1293 0.8805
C 1.8701 2.5249 0.0197
O 0.7795 3.4335 0.2108
C 1.1640 4.4920 0.9610
O 0.4455 5.3893 1.2637
O 2.4729 4.4058 1.2578
H 2.3860 2.0011 2.6286
H 3.8968 2.8819 2.8082
H 3.8438 1.4024 1.8534
H 3.8906 3.3034 0.2742
H 1.5610 1.5618 0.4156
H 2.1186 2.4719 -1.0369
C -2.4453 -3.5993 0.3660
C -2.4354 -3.8963 -1.0999
C -3.4560 -4.9599 -1.5588
O -4.3935 -4.2321 -2.3588
C -3.9331 -2.9917 -2.5930
O -4.4285 -2.2123 -3.3407
O -2.8431 -2.7345 -1.8485
H -3.4336 -3.3144 0.7332
H -1.7645 -2.7867 0.6201
H -2.1706 -4.4972 0.9242
H -1.4410 -4.1814 -1.4374
H -3.9991 -5.5239 -0.8069
H -2.9399 -5.6808 -2.1987
C -1.3368 6.0337 -1.7127
C -1.9892 4.6872 -1.6786
C -2.3012 4.1743 -0.2577
O -3.6233 3.6644 -0.3662
C -4.2143 4.1382 -1.4869
O -5.3591 3.9810 -1.7628
O -3.3234 4.7999 -2.2418
H -0.3134 5.9719 -1.3469
H -1.8714 6.7034 -1.0337
H -1.4213 6.4917 -2.6970
H -1.5016 3.8957 -2.2431
H -2.1676 4.9504 0.4963
H -1.6419 3.3448 -0.0138
O 0.8096 -0.3689 3.5091
C 0.4384 -0.4791 2.3829
O -0.8077 -0.2157 1.9604
C -0.8375 -0.1717 0.5144
C 0.4880 -0.8266 0.1386
O 1.2466 -0.7759 1.3422
H -1.7234 -0.6437 0.1012
H -0.8305 0.8863 0.2558
H 0.9830 -0.2346 -0.6329
H 0.4705 -1.8471 -0.2485

No. 9
35
Properties=species:S:1:pos:R:3 method="wB97M-V/def2-TZVPD" relative_energy_kcal_mol=45.0 total_energy_ha=-1790.16950 orbital_gap_ev=6.87 smiles="O=C1CC(=O)c2sc3c4sc5ccccc5c4c4cocc4c3c2C1" lumo_energy_ev=-0.9 charge=0 homo_ev=-7.812
O 3.7466 1.8688 4.5315
C 3.3481 1.0329 3.6787
C 3.5707 -0.5016 3.9849
C 3.6127 -1.1928 2.6331
O 4.1642 -2.2335 2.6449
C 2.6422 -0.8482 1.6229
S 1.9575 -2.0612 0.6677
C 0.6608 -0.9052 0.0540
C -0.3417 -1.2395 -0.8685
S -0.5906 -2.6874 -1.8853
C -2.0739 -2.0930 -2.4514
C -2.8251 -2.6803 -3.4414
C -3.8998 -1.9433 -4.0467
C -4.2272 -0.6221 -3.5848
C -3.4472 -0.0547 -2.5960
C -2.3487 -0.7276 -1.9984
C -1.2550 -0.2057 -1.1368
C -1.0358 1.1231 -0.6123
C -1.5814 2.3252 -0.8376
O -0.9796 3.3801 -0.0967
C 0.1702 2.8083 0.5381
C 0.0736 1.4173 0.2432
C 0.9664 0.3821 0.5718
C 2.1185 0.4179 1.4814
C 2.5529 1.5443 2.4329
H 4.5451 -0.7109 4.4142
H 2.6550 -0.8244 4.4891
H -2.5170 -3.7329 -3.7260
H -4.4656 -2.2727 -4.8738
H -4.9873 0.0850 -3.8372
H -3.6899 0.9475 -2.3643
H -2.3207 2.6576 -1.5317
H 1.0225 3.2607 0.9856
H 3.1137 2.3724 2.0079
H 1.6658 1.9138 2.9070

No. 10
63
Properties=species:S:1:pos:R:3 method="wB97M-V/def2-TZVPD" relative_energy_kcal_mol=120.8 total_energy_ha=-1122.22851 orbital_gap_ev=10.03 smiles=CCO.CCO.CCO.CCO.CCO.CO.CO.CO lumo_energy_ev=0.4 charge=0 homo_ev=-9.610
C -2.3052 0.8249 0.5723
C -1.3377 1.6756 -0.1108
O -1.4177 2.9403 0.5525
H -3.3144 1.3004 0.4396
H -2.0298 0.8571 1.6431
H -2.4909 -0.1876 0.2141
H -1.5328 1.8244 -1.1492
H -0.2922 1.3355 0.0874
H -0.8331 2.9566 1.3003
C 1.0545 -0.8709 2.1023
C 0.6824 -1.8407 1.0520
O -0.6620 -1.8766 0.7262
H 0.7011 -1.1572 3.1016
H 0.6434 0.0569 1.8834
H 2.1451 -0.8619 2.2109
H 0.9185 -2.8738 1.2282
H 1.2091 -1.5586 0.1785
H -0.8368 -2.5138 0.0316
C -3.9822 -1.4188 -2.1376
C -3.6001 -0.1187 -2.7599
O -4.5981 0.0551 -3.7637
H -3.3208 -1.4921 -1.2830
H -3.8792 -2.2713 -2.7807
H -4.9340 -1.4155 -1.6388
H -2.5598 -0.1685 -3.0331
H -3.6647 0.7047 -2.0075
H -4.2981 -0.3698 -4.5890
C -0.7951 4.3588 4.1025
C -0.5276 2.8804 3.7445
O 0.2808 2.8543 2.6518
H -1.5110 4.4645 4.9667
H -1.3439 4.9034 3.3465
H 0.0514 4.9221 4.4973
H -1.4895 2.3715 3.6459
H 0.1072 2.3936 4.5078
H 1.0605 3.3493 2.9215
C 2.9047 1.5355 0.5391
C 2.5892 2.2495 -0.7700
O 3.5863 2.0741 -1.7782
H 3.0245 0.4932 0.3669
H 2.0688 1.7597 1.2990
H 3.9256 1.8674 0.8333
H 2.6247 3.3276 -0.6160
H 1.5704 1.9586 -1.0354
H 3.3873 2.6885 -2.5243
C 0.4263 -0.5333 -2.3388
O 1.6842 -0.3403 -3.0144
H 0.4398 -0.0085 -1.4127
H 0.1725 -1.5632 -2.0960
H -0.4390 0.0010 -2.8048
H 1.6069 0.5335 -3.4121
C -0.2631 -4.3621 -1.5393
O -1.4061 -3.5607 -1.3345
H 0.6458 -4.0674 -1.0648
H -0.1356 -4.3338 -2.6340
H -0.3909 -5.3922 -1.2655
H -2.0131 -3.7253 -2.0551
C 3.7312 -3.1147 0.4464
O 4.2448 -1.7990 0.6543
H 2.7793 -3.1685 -0.1411
H 3.4714 -3.5178 1.4398
H 4.4454 -3.7389 -0.0587
H 4.0211 -1.2964 -0.1383

No. 11
64
Properties=species:S:1:pos:R:3 method="wB97M-V/def2-TZVPD" relative_energy_kcal_mol=679.3 total_energy_ha=-5236.23562 orbital_gap_ev=6.78 lumo_energy_ev=-0.3 charge=0 homo_ev=-7.037
F -1.6157 2.7829 -6.0657
C -0.6237 2.5600 -6.9658
C -0.2403 1.2672 -7.2503
C 0.8626 1.0524 -8.1041
C 1.6359 2.1880 -8.5301
C 1.2049 3.4821 -8.3174
C 0.1463 3.6961 -7.4675
H -0.8816 0.5475 -6.7634
H 1.1512 0.0280 -8.2881
H 2.6012 2.0049 -8.9786
H 1.8294 4.3175 -8.5977
H -0.0538 4.6917 -7.1001
C 2.8679 5.8384 -4.1796
C 2.4885 4.5252 -4.4611
C 1.2156 4.3178 -5.0580
C 0.3118 5.2501 -5.2538
C 0.7012 6.5655 -5.0881
C 1.9782 6.8472 -4.6236
O 2.1802 8.1308 -4.1479
O 0.7899 3.0203 -5.2836
H 3.8316 6.0043 -3.7211
H 3.0999 3.6436 -4.3366
H -0.6330 4.9478 -5.6806
H -0.0135 7.3748 -5.0639
H 1.8539 8.2740 -3.2565
H -0.0109 2.8908 -5.7969
C 0.0683 5.7459 -9.7106
C -0.2719 4.5360 -10.2522
C 0.7312 3.6134 -10.5498
C 2.0264 3.8955 -10.3148
C 2.4262 5.0758 -9.6960
C 1.4415 6.0195 -9.4427
O 1.6500 7.2046 -8.7823
O 0.4137 2.3794 -11.0826
H -0.7054 6.4902 -9.5934
H -1.3139 4.3001 -10.4099
H 2.8392 3.2807 -10.6723
H 3.4656 5.3621 -9.6325
H 1.0036 7.3954 -8.0986
H -0.5402 2.3229 -10.9905
C -1.2354 5.4631 -7.7494
C -1.2388 6.3741 -6.6777
C -2.0442 6.2057 -5.4799
C -2.7201 5.0294 -5.4140
C -2.7161 4.0322 -6.4317
C -1.9774 4.2893 -7.6130
O -2.0220 3.4624 -8.6864
O -2.3626 7.2387 -4.6953
H -0.6724 5.8192 -8.5994
H -0.7358 7.3178 -6.8289
H -3.2951 4.9137 -4.5071
H -3.2410 3.0883 -6.4302
H -2.4996 2.6606 -8.4612
H -1.8081 8.0223 -4.7015
C 4.8351 2.4407 -8.4925
Cl 6.1381 3.4926 -7.7354
Cl 5.5978 0.8207 -8.6506
Cl 3.5125 2.1681 -7.2964
Cl 4.1527 3.0365 -9.9962
C 2.0548 -0.5962 -9.7087
Cl 1.0662 0.8172 -10.2988
Cl 1.0058 -1.8287 -8.9009
Cl 2.8636 -1.4180 -11.0785
Cl 3.1789 0.0847 -8.5038

No. 12
9
Properties=species:S:1:pos:R:3 method="wB97M-V/def2-TZVPD" relative_energy_kcal_mol=32.8 total_energy_ha=-818.08715 orbital_gap_ev=7.66 lumo_energy_ev=5.6 charge=-2 homo_ev=-2.051
C -0.9984 -0.3411 -1.1412
C -0.1117 0.2611 -0.0902
N 0.0842 1.5896 -0.3698
O -1.1968 0.2715 -2.2089
O 0.7816 2.5075 0.2473
O -1.2408 -1.5418 -0.9456
Cl 0.8274 11.5896 -1.0677
H 0.5698 -0.3718 0.4173
H -0.6381 1.8664 -1.0090

Copy entry 1 word for word.
11
Properties=species:S:1:pos:R:3 method="wB97M-V/def2-TZVPD" relative_energy_kcal_mol=26.5 total_energy_ha=-632.78442 orbital_gap_ev=10.54 smiles="C=C(Cl)CN" lumo_energy_ev=0.9 charge=0 homo_ev=-9.598
C -0.6664 1.4703 -0.1773
C -0.7730 0.2223 0.1470
Cl -2.2246 -0.8187 -0.0418
C 0.4496 -0.4391 0.6670
N 0.8479 -1.1810 -0.5485
H -1.6706 1.7829 -0.6801
H 0.2659 1.9932 -0.2257
H 1.0506 0.3642 0.9598
H 0.0948 -1.1169 1.4089
H 1.5663 -1.9598 -0.3909
H 1.0595 -0.3174 -1.1184